C35H48N4O11S5 | wB97M-V/def2-TZVPD

Structure (XYZ):
```
103
Properties=species:S:1:pos:R:3:forces:R:3:mulliken_charge:R:1
C 5.1338 -1.4012 1.8908 0.133 1.094 -0.056 -1.50
C 3.8706 -1.7509 1.0987 -0.017 -1.504 0.509 0.84
O 3.4769 -2.9064 1.1078 -0.105 0.824 -0.147 -0.61
N 3.1810 -0.7574 0.4236 2.125 -0.383 -0.302 0.83
C 3.6304 0.6074 0.4588 -0.295 1.705 -0.690 -1.16
N 2.2327 -1.1461 -0.5312 -1.195 1.207 -0.373 0.19
C 0.9447 -0.7824 0.0228 -0.426 -0.385 0.980 0.53
C 0.8095 -0.8389 1.4105 0.159 -0.107 0.496 -0.38
C -0.3697 -0.5062 2.0457 -0.668 0.140 0.800 -1.13
C -1.5060 -0.1343 1.3541 0.483 -0.075 -0.475 -0.40
C -1.4163 -0.1118 -0.0335 -0.687 0.645 0.157 0.11
C -2.6882 0.2526 -0.7908 -0.415 -0.993 0.202 -1.57
C -3.7735 -0.8168 -0.5408 -0.150 0.213 -0.041 0.72
C -5.1152 -0.5393 -0.8102 0.128 0.629 -0.240 -0.74
C -6.1114 -1.4592 -0.5678 -1.085 -0.501 -0.042 -0.34
C -5.8313 -2.7229 -0.0548 0.449 0.365 0.041 -0.57
C -4.4997 -3.0092 0.1977 -0.254 -0.647 0.183 -0.67
C -3.4970 -2.0827 -0.0472 0.574 -0.410 0.148 -0.15
C -0.2121 -0.4124 -0.6547 0.368 -0.008 -1.353 0.68
S -0.2313 -0.3025 -2.4264 0.333 -0.147 -0.079 -0.67
C 1.4946 -0.3976 -2.8466 -0.775 -0.189 1.277 1.18
C 1.7325 -0.0900 -4.1798 0.034 0.155 -0.730 -0.77
C 3.0010 -0.1616 -4.7198 0.384 -0.382 0.693 -1.17
C 3.9975 -0.5885 -3.8553 -0.016 0.137 -0.402 -0.60
C 3.7775 -0.9113 -2.5098 0.876 0.133 0.272 1.12
C 5.0527 -1.4250 -1.8392 0.274 -1.176 0.134 -1.12
C 4.9164 -2.9873 -1.7037 -0.515 0.585 0.048 -0.86
S 6.0870 -3.6908 -0.4921 0.517 -0.553 -0.475 -0.19
C 5.5457 -5.3754 -0.4308 -0.524 0.244 0.051 0.50
N 4.4634 -5.7431 0.1485 -0.630 0.288 0.528 0.19
N 4.3205 -7.1030 -0.0234 0.152 0.033 -0.145 -0.69
C 5.3475 -7.4677 -0.7047 -0.640 -0.333 0.263 0.03
O 6.1680 -6.4520 -1.0024 0.802 0.191 -0.537 -0.30
C 2.4880 -0.8050 -1.9178 0.932 0.211 -0.930 -0.54
H 5.7296 -2.2997 2.0636 -0.545 -0.006 0.042 0.43
H 4.9059 -0.9031 2.8620 0.026 -0.407 -0.652 0.09
H 5.7922 -0.7159 1.3271 -0.314 -0.090 0.194 0.37
H 4.0899 0.9419 1.3963 -0.317 -0.634 -0.016 0.39
H 2.7647 1.2701 0.2908 0.213 -0.258 0.114 0.30
H 4.3566 0.8816 -0.3341 -0.212 -0.363 0.139 0.28
H 1.6075 -1.1436 2.0798 0.050 0.015 -0.460 0.47
H -0.4272 -0.5383 3.1359 0.232 -0.054 -0.286 0.38
H -2.4467 0.1140 1.8440 0.268 -0.084 -0.045 0.42
H -3.0759 1.2133 -0.4257 0.176 -0.149 -0.198 0.39
H -2.5711 0.3055 -1.8799 0.198 0.247 0.290 0.47
H -5.4017 0.4290 -1.2280 0.147 -0.171 0.163 0.38
H -7.1570 -1.2190 -0.7761 0.338 0.185 0.006 0.50
H -6.6115 -3.4484 0.1658 0.115 0.209 -0.113 0.40
H -4.2420 -3.9864 0.6105 0.066 0.264 -0.142 0.35
H -2.4796 -2.4070 0.1740 -0.163 0.310 -0.079 0.36
H 0.9146 0.1985 -4.8438 -0.019 -0.048 0.475 0.39
H 3.2638 0.0612 -5.7516 -0.388 0.018 0.179 0.39
H 4.9991 -0.6861 -4.2791 -0.170 -0.033 0.391 0.32
H 5.3321 -0.9259 -0.9051 -0.323 -0.233 -0.076 0.09
H 5.9115 -1.2908 -2.5133 -0.363 0.354 0.174 0.61
H 3.8928 -3.2005 -1.3669 0.355 -0.259 -0.054 0.42
H 5.1119 -3.3967 -2.7022 -0.206 -0.115 0.328 0.60
H 5.5023 -8.4933 -1.0211 0.517 0.423 -0.115 0.41
C 3.8083 2.5733 7.1079 -0.135 -0.012 -0.261 -0.97
C 4.2505 1.1898 7.5439 0.405 0.638 0.089 -0.34
O 3.2726 0.1817 7.2281 -0.046 -0.172 -0.094 -0.29
S 3.1402 -0.2876 5.7107 -0.372 -0.601 0.566 1.32
C 2.1249 -1.6979 6.0031 -0.029 -0.027 0.080 -0.97
O 4.4234 -0.7330 5.2486 -0.039 0.431 -0.167 -0.68
O 2.3747 0.6779 4.9847 0.299 0.085 -0.274 -0.61
H 3.7533 2.6470 6.0221 0.026 0.001 0.018 0.28
H 4.5125 3.3271 7.4619 0.016 -0.070 0.078 0.39
H 2.8160 2.8004 7.4987 0.048 0.007 0.070 0.26
H 5.2168 0.9269 7.1090 -0.105 -0.140 -0.098 0.32
H 4.3681 1.1704 8.6264 -0.176 -0.269 -0.016 0.28
H 2.6878 -2.4244 6.5830 0.011 0.026 -0.010 0.34
H 1.8581 -2.1136 5.0327 0.069 0.054 -0.031 0.35
H 1.2301 -1.3807 6.5329 0.020 0.026 -0.014 0.34
C 2.2443 6.9829 -0.9757 0.235 -0.128 0.124 -1.01
C 1.4553 6.0150 -1.8362 -0.326 0.506 0.483 -0.31
O 2.3093 5.1328 -2.5864 0.160 -0.372 -0.340 -0.28
S 3.0187 3.9366 -1.8085 -0.049 0.096 -0.190 1.19
C 3.5928 2.9736 -3.1400 -0.037 0.135 -0.624 -0.76
O 2.0109 3.1631 -1.1449 0.053 0.238 0.487 -0.59
O 4.1512 4.4699 -1.1144 -0.121 -0.163 0.392 -0.67
H 2.7788 6.4611 -0.1826 -0.034 0.006 -0.003 0.30
H 1.5771 7.7100 -0.5113 -0.063 -0.019 -0.092 0.40
H 2.9873 7.5112 -1.5740 -0.072 0.037 -0.025 0.27
H 0.7494 5.4365 -1.2369 0.119 -0.156 -0.052 0.29
H 0.8747 6.5722 -2.5701 0.126 -0.212 -0.214 0.29
H 2.7257 2.5874 -3.6697 0.063 -0.068 -0.034 0.21
H 4.1739 2.1551 -2.7186 -0.082 0.012 0.095 0.20
H 4.2197 3.5786 -3.7915 -0.007 0.005 0.022 0.48
C -11.2718 2.7784 -1.3896 0.221 -0.143 0.133 -0.97
C -12.0766 1.8515 -2.2800 -0.292 0.531 0.445 -0.37
O -11.2409 0.9235 -2.9955 0.073 -0.192 -0.094 -0.28
S -10.6253 -0.3078 -2.1902 0.035 0.000 -0.711 1.25
C -10.0546 -1.2201 -3.5862 -0.014 0.025 -0.095 -0.96
O -11.6881 -1.0285 -1.5606 0.048 0.116 0.294 -0.66
O -9.4905 0.1425 -1.4450 -0.068 -0.089 0.266 -0.58
H -10.7971 2.2311 -0.5757 -0.034 0.007 -0.003 0.29
H -11.9171 3.5410 -0.9520 -0.056 -0.014 -0.089 0.38
H -10.4791 3.2653 -1.9585 -0.070 0.042 -0.029 0.26
H -12.8349 1.3126 -1.7087 0.112 -0.161 -0.044 0.33
H -12.5978 2.4366 -3.0364 0.120 -0.215 -0.206 0.27
H -10.9113 -1.5361 -4.1754 -0.005 0.026 0.023 0.34
H -9.5141 -2.0862 -3.2092 -0.023 0.039 0.083 0.37
H -9.3884 -0.5887 -4.1688 -0.006 0.008 0.033 0.32
```
Positions in Å, forces in eV/Å.

The value obtained for the HOMO-LUMO gap is 8.0 eV. As for the molar mass: 861.1 g/mol. The structure (SMILES) is CC(=O)N(C)N1c2cccc(Cc3ccccc3)c2Sc2cccc(CCSc3nnco3)c21.CCOS(C)(=O)=O.CCOS(C)(=O)=O.CCOS(C)(=O)=O. The LUMO energy is 0.556 eV. The value obtained for the energy above the lowest of the compared OMol25 structures with the same formula, charge and spin is 0.0 kJ/mol. The highest occupied orbital energy is -7.4 eV.